1.
18
Properties=species:S:1:pos:R:3:forces:R:3 method="wB97M-V/def2-TZVPD" e_above_lowest_kcal_mol=104.59 max_force_ha_per_bohr=0.05930 e_homo_ev="-12.02 / -13.08" total_charge=+1 e_tot_ha=-603.30546
C -0.27059 -1.51267 -0.37090 -0.9 -1.8 1.0
C -1.40042 0.70638 -0.57527 -2.5 1.4 1.1
C 0.59440 -0.85855 0.78273 1.0 0.2 -0.3
C -0.29092 1.27451 0.42141 -1.3 0.9 0.7
C -1.52048 -0.73332 -0.42588 -1.0 -1.1 -0.7
N 1.95092 0.76536 -0.38186 -1.8 0.6 0.1
N 0.89181 0.52076 0.49255 0.8 -1.0 -0.8
I 3.77275 -0.07294 -0.01589 0.0 0.3 0.0
H 0.47512 -1.59761 -1.20182 -1.1 0.1 0.1
H -0.61202 -2.54256 0.05730 1.2 1.4 -1.2
H -2.35752 1.30016 -0.20672 1.6 -1.4 -0.9
H -1.27327 1.05960 -1.61196 0.6 -0.2 0.3
H -0.05127 -0.91732 1.65162 0.8 0.0 0.5
H 1.58283 -1.33842 0.78983 -0.7 -0.5 0.7
H -0.12934 2.29795 0.05960 0.1 -0.1 0.8
H -0.74186 1.17045 1.48055 0.6 0.8 -1.8
H -2.52866 -1.27679 -0.24819 1.9 1.2 -0.2
H 1.90850 1.75499 -0.69710 0.5 -1.0 0.4

=====

2.
19
Properties=species:S:1:pos:R:3:forces:R:3 method="wB97M-V/def2-TZVPD" e_above_lowest_kcal_mol=47.07 max_force_ha_per_bohr=0.10289 e_homo_ev=-12.47 total_charge=+1 e_tot_ha=-678.61846
C -0.74566 0.04448 -0.02367 -0.5 -1.3 1.4
C 1.02900 1.71829 0.45887 1.9 -4.5 -2.0
C 2.10388 -0.07172 -0.34247 -0.4 3.7 1.0
C 1.44641 -1.16864 0.44746 1.2 2.5 1.5
C -2.26137 0.08362 -0.44412 1.6 1.5 0.1
N 0.00417 -1.03343 0.32970 -0.8 3.6 -0.8
N -0.24653 1.24554 0.08260 -2.1 2.2 -1.1
O 1.75922 -2.35409 -0.07768 0.3 -1.7 -3.1
I 4.16911 0.13600 -0.02032 -0.3 -0.1 0.0
H 1.35473 1.66966 1.46753 -0.2 0.0 0.8
H 1.32485 2.53461 -0.12880 0.5 1.0 -0.5
H 1.90847 0.00190 -1.44146 -0.2 -0.2 1.0
H 1.79106 -1.22135 1.53031 -0.6 0.5 -1.2
H -2.83884 -0.59827 0.09927 -0.7 -1.3 0.9
H -2.33121 -0.19849 -1.51560 -0.1 0.6 0.6
H -2.68685 1.12587 -0.11870 0.8 -1.9 -1.2
H -0.32111 -1.89715 0.57507 -2.3 -2.5 0.2
H -0.94468 1.93561 -0.32170 1.6 -0.7 0.8
H 1.70558 -2.16233 -1.06914 0.3 -1.3 1.5

=====

3.
21
Properties=species:S:1:pos:R:3:forces:R:3 method="wB97M-V/def2-TZVPD" smiles=CC(C)(I)n1c[n+](N)c(O)n1 e_above_lowest_kcal_mol=8.32 max_force_ha_per_bohr=0.07287 e_homo_ev=-13.01 total_charge=+1 e_tot_ha=-788.17198
C -0.38042 1.47524 1.22976 -0.1 -1.3 -0.8
C -0.56332 1.36519 -0.98269 0.6 -0.6 3.0
C 0.82238 -0.76014 -1.15596 -1.0 -2.1 0.8
C 0.18165 -2.06885 -0.62789 -1.3 0.4 0.2
C 0.48005 -0.56371 -2.57836 -1.9 -2.1 -1.0
N 0.26082 0.38917 0.86343 -0.1 1.0 -0.2
N 0.19580 0.35886 -0.49371 -1.5 1.7 1.3
N -1.02504 2.05066 0.14348 1.2 -0.4 -1.0
N -1.65823 3.31120 0.14454 0.1 0.2 0.7
O -0.47134 1.92032 2.45901 -0.1 0.2 0.4
I 2.92127 -0.64462 -0.60602 -0.3 -0.2 -0.6
H -0.68457 1.59754 -2.01649 -0.4 0.3 -0.2
H 0.41283 -2.98090 -1.17876 0.3 0.4 -0.3
H -0.93566 -1.95459 -0.61357 0.8 0.0 -0.5
H 0.39090 -2.25731 0.39881 0.6 0.0 0.8
H 0.78964 -1.38875 -3.22079 0.1 0.1 0.2
H 1.06139 0.24230 -2.76847 1.3 2.9 -2.0
H -0.65255 -0.41718 -2.77831 1.9 -0.2 0.5
H 0.09273 1.41197 3.09765 -0.6 0.4 -0.9
H -2.39772 3.36731 -0.55364 0.1 -0.4 0.3
H -2.02680 3.49329 1.09365 0.2 -0.2 -0.8

=====

4.
20
Properties=species:S:1:pos:R:3:forces:R:3 method="wB97M-V/def2-TZVPD" e_above_lowest_kcal_mol=57.17 max_force_ha_per_bohr=0.07693 e_homo_ev=-9.26 e_tot_ha=-1097.50670
C -1.92172 -2.13593 -0.28637 -0.9 0.9 0.6
C -1.23462 -1.26616 -1.29322 1.2 -2.4 -0.9
C -0.52184 -1.68726 -0.01908 0.8 -0.5 0.9
C 1.56474 2.91307 0.49617 -0.5 -1.4 3.2
C -0.20966 -0.75489 1.14718 2.7 0.4 -2.9
N 1.11603 0.28069 0.73939 -1.2 -1.8 0.2
O 1.15785 1.47679 -1.64314 0.6 -0.3 1.3
O -0.67492 1.70173 -0.13221 -2.2 0.6 0.8
S 0.72425 1.54607 -0.25790 0.0 0.4 -1.5
I 2.64222 -0.74779 -0.11287 0.7 -0.5 0.2
H -2.69085 -1.68113 0.36663 0.2 -0.7 -0.6
H -1.98057 -3.16021 -0.63989 -0.6 0.1 0.6
H -0.95563 -1.95264 -2.19347 -0.3 2.1 1.4
H -1.45307 -0.23169 -1.40829 -0.3 0.5 -0.3
H 0.13431 -2.53524 -0.08190 0.6 0.0 -0.2
H 1.01880 3.35009 1.38703 0.0 -0.7 -1.3
H 2.45081 2.48559 1.00501 0.1 0.6 -1.1
H 1.63363 3.60995 -0.27070 0.8 1.3 -1.2
H -0.93011 -0.00604 1.10964 -1.5 1.1 1.1
H 0.13037 -1.20498 2.08799 -0.4 0.3 -0.4

=====

5.
16
Properties=species:S:1:pos:R:3:forces:R:3 method="wB97M-V/def2-TZVPD" smiles="C=C1C[C@H]1[NH2+]C" e_above_lowest_kcal_mol=63.77 max_force_ha_per_bohr=0.12242 e_homo_ev=-14.46 total_charge=+1 e_tot_ha=-250.90367
C 0.86542 -0.28408 -1.24115 -5.7 1.2 2.3
C 2.02034 -0.28447 -1.70140 4.2 -0.6 -1.7
C -0.56349 -0.54061 -1.19719 -0.3 0.0 -2.7
C -0.06826 0.56379 -0.36098 1.0 -1.7 0.7
C -1.26309 0.24172 1.89300 -2.4 1.0 -2.4
N -0.00899 0.21167 1.09421 1.2 0.5 0.2
H 2.76220 0.22725 -1.21007 1.4 2.0 1.2
H 2.51640 -0.78730 -2.49062 -0.6 -1.2 -0.9
H -1.08471 -0.21733 -2.10367 -0.1 -0.1 0.3
H -0.98857 -1.41720 -0.80547 -0.3 -1.2 0.7
H -0.47349 1.50564 -0.59408 0.2 1.4 0.1
H -2.05208 0.45134 1.04002 1.0 -0.6 2.3
H -1.40129 -0.69374 2.36101 -0.3 -1.2 0.1
H -1.36564 0.95371 2.71710 0.7 0.4 -0.7
H 0.39799 -0.72497 1.07916 -0.1 -0.1 0.3
H 0.70727 0.79458 1.52012 0.1 0.1 0.1

=====

6.
16
Properties=species:S:1:pos:R:3:forces:R:3 method="wB97M-V/def2-TZVPD" e_above_lowest_kcal_mol=53.83 max_force_ha_per_bohr=0.07561 e_homo_ev=-13.19 total_charge=+1 e_tot_ha=-250.91951
C -0.15117 0.77858 1.59620 -0.3 -0.1 1.7
C -0.85130 -0.42348 -1.43009 -0.3 0.0 0.2
C 0.07646 -1.02697 -2.15853 0.3 0.1 0.2
C 1.12394 -0.31745 -2.93667 0.1 0.0 -0.1
C -0.49307 0.71913 4.07485 -0.3 0.0 2.8
N -0.29819 0.76267 2.72912 0.5 0.1 -3.9
H -0.05834 0.71145 0.52652 0.1 -0.1 -0.5
H -1.61906 -0.96858 -0.90299 -0.1 -0.2 0.0
H -0.95052 0.65391 -1.42409 0.0 0.3 -0.1
H 0.11386 -2.10717 -2.19693 -0.1 -0.2 0.0
H 2.11645 -0.61742 -2.59734 0.0 0.0 -0.1
H 1.02901 0.76355 -2.85311 0.0 0.0 0.0
H 1.04821 -0.59045 -3.98713 0.1 0.0 -0.1
H -0.78024 1.70927 4.43928 0.0 -0.1 -0.1
H 0.43465 0.41042 4.56644 -0.1 0.0 -0.1
H -1.28779 0.00282 4.30464 0.1 0.1 -0.1

=====

7.
16
Properties=species:S:1:pos:R:3:forces:R:3 method="wB97M-V/def2-TZVPD" e_above_lowest_kcal_mol=76.04 max_force_ha_per_bohr=0.10843 e_homo_ev=-13.54 total_charge=+1 e_tot_ha=-250.88412
C 2.28238 1.25495 0.77903 -3.2 -1.4 -1.5
C 1.50546 0.20110 0.56154 0.5 0.6 0.9
C 0.73258 -1.62892 -0.88738 0.6 -2.2 2.6
C -2.65434 0.48623 0.01168 5.3 0.4 -1.8
C 0.63559 -0.77249 0.33866 1.2 1.0 -0.6
N -1.42226 1.02161 0.03492 -4.3 -3.1 -1.4
H 3.19535 1.34544 1.24498 1.8 -0.4 1.1
H -0.13814 -1.66838 -1.44253 -1.8 0.3 -1.5
H 1.59665 -1.50088 -1.46675 1.0 0.7 -0.9
H 0.80943 -2.67532 -0.50315 0.0 0.5 -0.3
H -2.84608 -0.35705 -0.64879 0.6 -0.2 0.2
H -3.49419 0.77506 0.51169 -1.8 1.7 1.7
H 1.88235 2.16975 0.38595 0.0 0.5 -0.3
H -0.20063 -0.95268 1.00542 0.4 -0.2 0.4
H -1.22418 1.89645 0.48506 0.3 0.2 0.5
H -0.65996 0.40514 -0.41031 -0.5 1.6 0.7

=====

8.
16
Properties=species:S:1:pos:R:3:forces:R:3 method="wB97M-V/def2-TZVPD" e_above_lowest_kcal_mol=97.63 max_force_ha_per_bohr=0.19629 e_homo_ev=-13.71 total_charge=+1 e_tot_ha=-250.84972
C -1.23083 0.06539 1.02490 -2.7 -2.1 -1.0
C -0.90993 0.10711 -0.60970 -1.6 -1.3 0.1
C 1.01919 0.18945 0.58719 0.4 0.0 -1.3
C -0.26777 0.74865 1.97009 4.1 -4.3 -3.7
C 0.60504 -0.20243 -0.71482 -2.6 3.6 9.1
N 1.23436 -0.60659 -1.88654 -1.6 -2.0 -1.8
H -2.21074 0.49788 1.17049 -0.6 0.1 -0.3
H -1.42613 -1.09357 1.28216 0.9 2.7 -0.4
H -1.54131 -0.72771 -1.14115 0.8 1.5 1.0
H -1.24248 1.10850 -1.03508 0.7 -1.2 0.3
H -0.11229 1.78241 2.10297 -0.4 1.2 -0.3
H 2.02337 0.29599 0.95625 0.7 -0.3 -0.3
H 0.11086 0.16917 2.85924 -0.8 0.5 -1.0
H 1.37234 -1.62481 -1.97056 0.2 -0.1 0.6
H 2.14173 -0.20462 -2.01851 0.5 0.9 -0.9
H 0.43458 -0.50484 -2.57694 1.9 0.7 -0.2

=====

9.
16
Properties=species:S:1:pos:R:3:forces:R:3 method="wB97M-V/def2-TZVPD" smiles="CC1=C[N+]1(C)C" e_above_lowest_kcal_mol=92.12 max_force_ha_per_bohr=0.10747 e_homo_ev=-15.31 total_charge=+1 e_tot_ha=-250.85849
C 0.39803 0.07086 -1.52919 1.0 0.5 2.6
C 1.06662 0.13833 -0.41752 -0.5 -2.3 -1.5
C 2.19789 0.06137 0.48886 -0.1 -4.9 -0.9
C -1.29708 -1.17275 0.07448 4.7 -2.9 0.4
C -1.08111 1.16689 0.22476 -3.9 -2.4 2.5
N -0.39257 -0.02872 -0.30042 -3.0 0.0 0.2
H 0.13665 0.29603 -2.50381 -0.2 0.1 -1.8
H 2.01244 0.70752 1.23512 0.3 2.7 2.6
H 3.05900 0.10078 -0.12607 1.2 0.9 -0.1
H 2.34084 -1.00726 1.02249 -0.9 2.1 -1.3
H -1.26703 -1.26975 1.11105 -0.3 0.7 2.1
H -2.25760 -1.10594 -0.23060 -2.8 0.8 -1.5
H -0.91671 -2.21777 -0.09390 0.1 1.2 -1.1
H -0.98115 1.08746 1.36311 0.0 0.9 -1.7
H -0.77282 1.95208 -0.31006 1.9 3.4 -1.1
H -2.24539 1.22089 -0.00832 2.3 -0.9 0.5

=====

10.
16
Properties=species:S:1:pos:R:3:forces:R:3 method="wB97M-V/def2-TZVPD" e_above_lowest_kcal_mol=111.87 max_force_ha_per_bohr=0.07479 e_homo_ev=-15.22 total_charge=+1 e_tot_ha=-250.82702
C -1.63079 0.66242 -0.63393 -3.4 1.4 -1.0
C -0.66682 1.22615 0.48899 0.0 0.4 -3.4
C 0.71099 0.79508 0.15711 1.8 0.6 3.3
C 1.24333 -0.44908 0.61995 -0.5 -2.7 -0.9
N 0.40874 -1.65621 0.77335 1.9 1.3 -2.0
C 1.37699 -1.69219 -0.44760 -2.2 0.9 1.1
H -1.74821 -0.44338 -0.81727 0.3 1.2 0.5
H -2.78083 1.16128 -0.49845 3.2 -1.6 0.1
H -1.36465 1.16161 -1.59796 0.1 -0.7 0.6
H -0.70145 2.29976 0.25133 -0.2 -0.3 1.0
H -0.96953 0.93370 1.48409 0.1 -0.2 0.3
H 1.55035 1.55813 0.06402 -1.3 -0.7 -0.6
H 1.92926 -0.37458 1.46174 1.0 0.4 -0.6
H -0.48327 -1.28995 0.50828 -1.1 -0.8 -0.4
H 0.97168 -1.39194 -1.51532 0.9 -1.0 2.3
H 2.15421 -2.50078 -0.29835 -0.7 1.6 -0.4

=====

11.
16
Properties=species:S:1:pos:R:3:forces:R:3 method="wB97M-V/def2-TZVPD" e_above_lowest_kcal_mol=84.12 max_force_ha_per_bohr=0.10816 e_homo_ev=-15.69 total_charge=+1 e_tot_ha=-250.87124
C 2.29990 1.85507 -0.51734 2.4 -0.4 -0.1
C 2.02766 0.64987 -0.24994 -2.8 -4.2 2.4
C -0.09656 -1.17226 0.41833 3.1 0.5 -0.9
C -1.34343 -1.89382 0.64979 -1.4 -1.5 -1.6
C -0.95511 1.02041 -0.24970 2.4 0.9 -1.1
N 0.07996 0.01076 -0.03233 2.0 1.3 0.2
H 3.33110 2.21308 -0.57944 -0.1 -0.3 0.2
H 1.60595 2.48864 -0.88069 -2.4 2.3 -0.9
H 2.31573 -0.30781 0.22705 0.5 1.1 -0.8
H 0.91891 -1.61505 0.54394 -1.0 -0.5 0.2
H -1.30278 -2.95002 1.01810 0.8 1.0 -0.4
H -1.91049 -1.98758 -0.38936 0.7 0.6 2.3
H -1.85155 -1.37394 1.44108 -1.0 0.5 -0.1
H -0.40955 1.95509 -0.68504 -1.3 -1.8 0.1
H -1.21404 1.40402 0.72932 -1.2 -0.4 0.1
H -1.61716 0.50879 -0.96032 -0.7 1.1 0.5

=====

12.
16
Properties=species:S:1:pos:R:3:forces:R:3 method="wB97M-V/def2-TZVPD" e_above_lowest_kcal_mol=34.03 max_force_ha_per_bohr=0.09550 s2=2.0154 e_homo_ev="-11.73 / -14.21" total_charge=+1 multiplicity=3 e_tot_ha=-250.80516
C -1.59090 0.41640 0.25431 -1.3 0.4 -0.3
C -2.05872 -0.44225 -0.57185 -2.9 -1.2 -0.5
C -0.53725 1.10671 0.88062 3.5 0.1 0.4
C 0.84186 0.41339 0.42817 -2.9 -0.6 1.6
C 1.26885 0.62382 -0.95028 3.9 -2.6 1.3
N 0.86317 -1.12620 0.81330 0.7 2.5 -2.2
H -1.67118 -1.39717 -0.92374 0.7 0.0 -0.2
H -3.18032 -0.45392 -0.85320 1.6 0.4 0.4
H -0.32774 2.07481 0.41289 -0.7 0.3 0.2
H -0.63759 1.29426 1.97157 0.1 -0.4 -0.6
H 1.03620 1.50701 -1.42055 -0.3 2.5 -0.4
H 0.95204 -0.09580 -1.67073 -0.6 -1.1 -0.3
H 2.42299 0.41489 -0.87757 -1.7 0.9 -0.8
H 0.18981 -1.55469 0.18594 -0.1 -0.4 -0.2
H 0.61626 -1.37602 1.73590 -0.2 0.0 1.6
H 1.81251 -1.40524 0.58523 0.1 -0.7 0.1

=====

13.
16
Properties=species:S:1:pos:R:3:forces:R:3 method="wB97M-V/def2-TZVPD" e_above_lowest_kcal_mol=140.64 max_force_ha_per_bohr=0.11655 s2=2.0073 e_homo_ev="-8.22 / -13.22" total_charge=+1 multiplicity=3 e_tot_ha=-250.63528
C 0.11906 1.38305 -2.35598 -1.4 0.3 2.6
C -0.28297 -1.86365 1.50821 0.0 -3.7 -0.6
C 1.13857 1.17972 -3.01886 1.9 0.0 -1.7
C -1.13650 -0.79739 1.21842 -5.9 1.1 0.3
C -0.79583 0.40802 0.68608 2.7 3.4 -1.0
N 0.59816 0.63487 0.28701 -0.7 -1.6 5.6
H -0.83575 1.89649 -2.18951 0.1 -0.3 -0.4
H 0.72099 -1.63350 1.38683 2.2 0.4 -0.6
H -0.25910 -2.19433 2.53746 -0.8 -0.4 0.5
H -0.44566 -2.80251 0.81939 0.1 1.5 1.3
H 2.05839 1.07569 -3.53805 0.1 -0.2 -0.3
H -2.30870 -0.75662 1.41003 2.6 -0.9 -0.1
H -1.27441 1.38511 0.51895 -0.8 -1.2 0.4
H 0.90913 1.52189 0.73651 0.1 -0.8 -0.5
H 0.66567 0.77708 -0.70283 0.0 0.6 -4.3
H 1.12895 -0.21390 0.69634 -0.3 1.8 -1.2

=====

14.
17
Properties=species:S:1:pos:R:3:forces:R:3 method="wB97M-V/def2-TZVPD" e_above_lowest_kcal_mol=112.89 max_force_ha_per_bohr=0.02690 e_homo_ev=-6.84 e_tot_ha=-305.84395
C -0.61239 0.09534 2.09384 -0.1 0.1 0.0
C 0.40793 1.93422 -0.16779 -0.3 -0.6 1.2
C 0.21625 -0.63505 -0.06490 -0.2 -0.5 -0.4
C 0.58117 -0.10149 -1.31965 0.5 0.4 -0.4
N -0.01873 -1.96097 0.14675 0.1 0.5 0.3
C 0.19959 -0.44270 -2.54029 -0.1 -0.3 0.2
N 0.10220 0.29386 0.85279 0.2 0.8 -0.8
H 0.12310 -2.58598 -0.62971 0.0 0.0 0.2
H -0.03689 -2.33103 1.08381 0.1 -0.1 -0.2
H 0.00124 -0.46342 2.81214 0.0 0.1 -0.1
H -1.56567 -0.43332 1.96490 0.0 0.1 0.0
H -0.81872 1.07040 2.54158 0.0 -0.1 0.0
H -0.05603 2.46181 0.66178 0.0 0.1 0.1
H -0.07202 2.21421 -1.09787 0.0 -0.3 0.0
H 1.48227 2.05653 -0.17474 -0.1 -0.1 -0.1
H 0.49118 0.14361 -3.40762 0.2 -0.2 0.0
H -0.42448 -1.31601 -2.75503 -0.3 0.1 0.0